[1]
{"formula": "C4H6O2", "method": "ωB97M-V with the def2-TZVPD basis set", "fmax_ev_per_a": 3.08, "homo_lumo_gap_ev": 9.7, "homo_ev": -9.25, "relative_energy_kcal_mol": 99.8, "elements": ["O", "C", "C", "C", "C", "O", "H", "H", "H", "H", "H", "H"], "positions_angstrom": [[2.02, 1.35, -0.39], [1.11, 0.64, -0.10], [0.80, -0.82, -0.47], [-0.42, -0.90, 0.41], [-1.13, 0.86, -0.02], [0.10, 1.10, 0.72], [0.52, -0.95, -1.52], [1.65, -1.48, -0.24], [-1.31, -1.41, 0.18], [-0.10, -1.06, 1.47], [-2.03, 0.92, 0.59], [-1.19, 1.80, -0.67]]}


[2]
{"formula": "C4H5O5S", "method": "ωB97M-V with the def2-TZVPD basis set", "fmax_ev_per_a": 5.01, "smiles": "C[C@H]1C=[S@@](=O)([O-])OC(=O)O1", "homo_lumo_gap_ev": 8.3, "homo_ev": -4.66, "total_charge": -1, "relative_energy_kcal_mol": 49.5, "elements": ["C", "C", "C", "C", "O", "O", "O", "O", "O", "S", "H", "H", "H", "H", "H"], "positions_angstrom": [[-1.28, -0.90, -2.42], [-0.84, -1.46, -0.33], [0.08, -0.35, -0.79], [0.18, 0.83, 0.12], [1.08, -3.37, -1.35], [-2.35, -0.70, -2.97], [-1.25, -4.04, -1.13], [-0.71, -2.06, -2.64], [-0.58, 0.15, -1.97], [-0.31, -2.90, -1.22], [-0.53, -1.58, 0.79], [1.07, -0.54, -1.01], [-0.01, 1.76, -0.40], [1.16, 0.89, 0.70], [-0.58, 0.88, 0.97]]}


[3]
{"formula": "C5H10O", "method": "ωB97M-V with the def2-TZVPD basis set", "fmax_ev_per_a": 0.39, "smiles": "C[C@H]1C[C@H]1CO", "homo_lumo_gap_ev": 11.2, "homo_ev": -10.19, "relative_energy_kcal_mol": 26.3, "elements": ["C", "C", "C", "C", "C", "O", "H", "H", "H", "H", "H", "H", "H", "H", "H", "H"], "positions_angstrom": [[-1.56, -0.49, 0.47], [-0.85, 0.44, -0.49], [0.00, 1.58, 0.01], [0.65, 0.41, -0.70], [1.55, -0.53, 0.07], [1.28, -1.90, -0.14], [-1.76, -1.46, -0.01], [-0.98, -0.66, 1.38], [-2.52, -0.08, 0.77], [-1.42, 0.65, -1.39], [-0.06, 2.54, -0.49], [0.16, 1.64, 1.08], [0.96, 0.59, -1.73], [2.59, -0.38, -0.26], [1.53, -0.28, 1.15], [0.42, -2.08, 0.26]]}


[4]
{"formula": "C31H55AsN10OS3Tl", "method": "ωB97M-V with the def2-TZVPD basis set", "fmax_ev_per_a": 0.60, "homo_lumo_gap_ev": [6.4, 5.0], "homo_ev": [-14.96, -14.96], "total_charge": 3, "relative_energy_kcal_mol": 5.7, "elements": ["Tl", "C", "C", "C", "C", "C", "C", "C", "C", "C", "C", "H", "H", "H", "H", "H", "H", "H", "H", "H", "H", "H", "H", "H", "H", "C", "As", "C", "C", "O", "H", "H", "H", "H", "H", "H", "H", "H", "H", "C", "N", "C", "C", "S", "N", "C", "C", "H", "H", "H", "H", "H", "H", "H", "H", "H", "H", "H", "H", "N", "C", "S", "N", "C", "C", "C", "C", "C", "C", "H", "H", "H", "H", "H", "H", "H", "H", "N", "C", "N", "N", "C", "N", "H", "H", "H", "H", "C", "N", "C", "C", "N", "C", "S", "H", "H", "H", "H", "H", "H", "H", "H"], "positions_angstrom": [[-0.68, 0.47, -0.41], [-1.51, -2.14, 2.58], [-2.71, -1.19, 2.71], [-2.36, -0.05, 3.66], [-3.21, -0.71, 1.36], [-3.38, -1.62, 0.31], [-3.86, -1.22, -0.92], [-4.18, 0.11, -1.17], [-4.74, 0.53, -2.50], [-4.02, 1.02, -0.13], [-3.55, 0.62, 1.12], [-1.18, -2.46, 3.57], [-0.67, -1.64, 2.10], [-1.75, -3.04, 2.02], [-3.53, -1.75, 3.17], [-1.60, 0.60, 3.21], [-1.96, -0.45, 4.59], [-3.22, 0.56, 3.92], [-3.15, -2.67, 0.47], [-4.01, -1.96, -1.70], [-5.80, 0.27, -2.57], [-4.22, 0.04, -3.32], [-4.67, 1.61, -2.65], [-4.30, 2.06, -0.28], [-3.46, 1.36, 1.90], [0.47, 5.12, -1.52], [-1.08, 4.23, -0.83], [-2.28, 3.92, -2.29], [-1.94, 5.40, 0.41], [-0.65, 2.79, -0.08], [0.17, 6.02, -2.06], [0.99, 4.43, -2.19], [1.12, 5.38, -0.69], [-2.69, 4.85, -2.66], [-3.09, 3.27, -1.94], [-1.73, 3.42, -3.09], [-2.26, 6.31, -0.09], [-1.23, 5.65, 1.20], [-2.80, 4.89, 0.84], [-0.27, 2.37, 5.29], [0.51, 2.16, 4.06], [0.35, 3.23, 3.08], [1.19, 1.05, 3.82], [1.57, 0.63, 2.15], [1.59, 0.28, 4.83], [2.09, 0.85, 6.09], [1.91, -1.13, 4.65], [-1.22, 2.80, 5.00], [0.23, 3.04, 5.98], [-0.45, 1.41, 5.77], [0.68, 4.17, 3.53], [-0.71, 3.31, 2.81], [0.92, 3.03, 2.18], [2.20, 1.92, 6.00], [3.07, 0.42, 6.27], [1.44, 0.60, 6.93], [1.25, -1.57, 3.91], [1.75, -1.63, 5.60], [2.95, -1.26, 4.35], [-0.46, 0.19, -4.52], [-1.17, -0.93, -4.45], [-1.17, -1.81, -2.95], [-1.92, -1.34, -5.46], [-2.74, -2.51, -5.46], [-3.96, -2.43, -6.12], [-4.79, -3.54, -6.10], [-4.42, -4.69, -5.42], [-3.18, -4.76, -4.79], [-2.32, -3.67, -4.83], [0.23, 0.39, -3.79], [-0.41, 0.71, -5.38], [-2.00, -0.74, -6.27], [-4.26, -1.53, -6.62], [-5.75, -3.49, -6.60], [-5.07, -5.55, -5.41], [-2.87, -5.67, -4.31], [-1.30, -3.79, -4.47], [5.92, 0.32, -3.53], [4.66, 0.03, -3.19], [4.28, -1.27, -3.17], [3.87, 1.03, -2.86], [2.61, 0.81, -2.61], [1.47, 0.71, -2.39], [6.58, -0.38, -3.82], [6.18, 1.29, -3.57], [4.84, -1.98, -3.62], [3.31, -1.48, -3.02], [5.15, -0.21, 1.72], [5.06, -1.65, 1.70], [6.24, -2.48, 1.97], [5.70, -3.92, 1.87], [4.30, -3.69, 1.53], [3.98, -2.40, 1.51], [2.36, -1.87, 1.27], [5.25, 0.16, 2.74], [4.25, 0.21, 1.27], [6.02, 0.10, 1.15], [6.64, -2.25, 2.96], [7.01, -2.27, 1.23], [5.78, -4.45, 2.82], [6.20, -4.50, 1.10], [3.59, -4.41, 1.54]]}


[5]
{"formula": "C46H35BCl7N4O8ReS", "method": "ωB97M-V with the def2-TZVPD basis set", "fmax_ev_per_a": 0.40, "homo_lumo_gap_ev": [5.7, 4.8], "homo_ev": [-3.92, -2.99], "total_charge": -1, "spin_multiplicity": 4, "relative_energy_kcal_mol": 0.0, "elements": ["Re", "O", "C", "C", "C", "C", "C", "C", "C", "O", "N", "N", "C", "C", "C", "C", "C", "C", "C", "O", "H", "H", "H", "H", "H", "H", "H", "H", "H", "H", "Cl", "C", "C", "Cl", "C", "Cl", "C", "O", "C", "O", "C", "Cl", "Cl", "C", "C", "C", "C", "C", "C", "N", "C", "C", "N", "C", "O", "C", "C", "C", "Cl", "S", "C", "C", "C", "Cl", "C", "H", "H", "H", "H", "H", "H", "H", "H", "H", "H", "H", "H", "H", "C", "C", "C", "C", "C", "C", "C", "C", "O", "B", "O", "C", "C", "H", "H", "H", "H", "H", "H", "H", "H", "H", "H", "H", "H"], "positions_angstrom": [[1.51, -1.87, -0.47], [6.74, -3.34, -0.63], [6.50, -3.27, 0.69], [7.55, -3.57, 1.57], [7.36, -3.51, 2.93], [6.12, -3.15, 3.46], [5.08, -2.85, 2.60], [5.24, -2.91, 1.22], [4.09, -2.59, 0.35], [2.96, -2.32, 0.91], [4.27, -2.60, -0.95], [3.08, -2.29, -1.61], [3.13, -2.27, -2.93], [1.98, -2.05, -3.76], [2.20, -2.00, -5.15], [1.19, -1.83, -6.07], [-0.12, -1.70, -5.61], [-0.38, -1.74, -4.26], [0.63, -1.89, -3.30], [0.26, -1.88, -2.02], [5.91, -3.08, -1.09], [8.50, -3.84, 1.14], [8.19, -3.74, 3.59], [5.98, -3.09, 4.53], [4.11, -2.56, 2.98], [4.09, -2.44, -3.40], [3.22, -2.11, -5.49], [1.42, -1.79, -7.12], [-0.94, -1.56, -6.31], [-1.40, -1.63, -3.89], [6.65, 3.14, -2.46], [5.17, 2.33, -2.09], [4.18, 2.16, -3.05], [4.44, 2.76, -4.65], [2.99, 1.52, -2.74], [1.75, 1.33, -3.93], [2.72, 0.99, -1.45], [1.63, 0.40, -1.13], [3.76, 1.20, -0.50], [3.57, 0.72, 0.78], [4.94, 1.85, -0.80], [6.11, 2.06, 0.46], [-4.45, -6.14, -0.87], [-4.31, -4.41, -0.74], [-3.27, -3.75, -1.38], [-3.20, -2.38, -1.27], [-4.12, -1.64, -0.53], [-3.91, -0.15, -0.43], [-3.34, 0.26, 0.94], [-2.09, -0.44, 1.20], [-1.88, -1.37, 2.19], [-0.66, -1.92, 1.94], [-0.14, -1.35, 0.80], [-1.02, -0.46, 0.38], [-5.09, 0.60, -0.66], [-4.91, 1.68, -1.57], [-4.72, 1.21, -2.98], [-3.54, 1.14, -3.65], [-1.99, 1.60, -3.08], [-3.71, 0.50, -5.23], [-5.40, 0.31, -5.01], [-5.80, 0.72, -3.78], [-5.13, -2.34, 0.12], [-6.29, -1.53, 1.13], [-5.25, -3.72, 0.01], [-2.53, -4.30, -1.95], [-2.37, -1.87, -1.76], [-3.16, 0.09, -1.19], [-4.04, 0.00, 1.72], [-3.19, 1.34, 0.96], [-2.60, -1.55, 2.96], [-0.12, -2.67, 2.48], [-0.88, 0.17, -0.49], [-4.08, 2.32, -1.25], [-5.83, 2.26, -1.50], [-6.00, -0.10, -5.80], [-6.82, 0.67, -3.43], [-6.04, -4.24, 0.51], [-2.30, 5.18, 2.71], [-1.97, 4.31, 3.92], [-1.50, 5.22, 5.07], [-3.27, 3.60, 4.35], [-0.87, 3.29, 3.62], [-0.60, 2.27, 4.54], [0.42, 1.33, 4.35], [1.16, 1.45, 3.20], [2.20, 0.67, 2.76], [2.55, 1.22, 1.52], [1.79, 2.36, 1.24], [0.91, 2.46, 2.28], [-0.09, 3.38, 2.46], [-3.16, 5.81, 2.93], [-2.54, 4.58, 1.83], [-1.47, 5.84, 2.45], [-2.26, 5.98, 5.29], [-0.57, 5.72, 4.80], [-1.32, 4.64, 5.97], [-4.04, 4.34, 4.57], [-3.13, 2.98, 5.23], [-3.64, 2.95, 3.55], [-1.19, 2.20, 5.44], [0.61, 0.55, 5.06], [-0.24, 4.15, 1.72]]}


[6]
{"formula": "C3H5NO2", "method": "ωB97M-V with the def2-TZVPD basis set", "fmax_ev_per_a": 1.41, "smiles": "[H]/N=C/OCC=O", "homo_lumo_gap_ev": 10.6, "homo_ev": -9.65, "relative_energy_kcal_mol": 60.3, "elements": ["N", "C", "O", "C", "C", "O", "H", "H", "H", "H", "H"], "positions_angstrom": [[-1.10, -0.71, -0.42], [-0.69, 0.31, -1.08], [0.63, 0.53, -1.11], [1.21, -0.13, 0.02], [0.13, 0.00, 1.10], [-0.43, 1.08, 1.21], [-2.08, -0.70, -0.14], [-1.27, 1.09, -1.56], [2.06, 0.48, 0.35], [1.54, -1.15, -0.22], [0.01, -0.80, 1.85]]}


[7]
{"formula": "C5H8S3", "method": "ωB97M-V with the def2-TZVPD basis set", "fmax_ev_per_a": 1.33, "smiles": "CC1(CS)SC=CS1", "homo_lumo_gap_ev": 8.6, "homo_ev": -7.89, "relative_energy_kcal_mol": 3.4, "elements": ["C", "C", "C", "C", "C", "H", "H", "H", "H", "H", "H", "H", "H", "S", "S", "S"], "positions_angstrom": [[-0.20, -1.72, -1.10], [0.03, -0.45, -0.29], [1.22, -0.70, 0.68], [-0.60, 2.13, -0.60], [-1.44, 1.70, 0.32], [0.68, -2.00, -1.67], [-1.04, -1.57, -1.80], [-0.44, -2.55, -0.40], [0.99, -1.58, 1.27], [2.14, -0.95, 0.06], [0.63, 0.65, 2.54], [-0.50, 3.14, -0.91], [-2.12, 2.34, 0.91], [1.74, 0.65, 1.77], [0.41, 0.95, -1.43], [-1.49, -0.03, 0.65]]}


[8]
{"formula": "C19H21NO4", "method": "ωB97M-V with the def2-TZVPD basis set", "fmax_ev_per_a": 2.96, "smiles": "COc1cc2ccc([C@@](O)(c3cnco3)C(C)C)cc2cc1OC", "homo_lumo_gap_ev": 8.4, "homo_ev": -7.88, "relative_energy_kcal_mol": 73.9, "elements": ["N", "O", "O", "O", "O", "C", "C", "C", "C", "C", "C", "C", "C", "C", "C", "C", "C", "C", "C", "C", "C", "C", "C", "C", "H", "H", "H", "H", "H", "H", "H", "H", "H", "H", "H", "H", "H", "H", "H", "H", "H", "H", "H", "H", "H"], "positions_angstrom": [[-4.92, -0.48, -2.45], [-4.29, -1.26, -0.43], [3.39, 3.72, 2.17], [4.00, 1.17, 3.05], [-2.01, -2.26, 0.51], [-5.32, -0.83, -1.26], [-3.55, -0.72, -2.43], [-3.19, -1.18, -1.21], [-1.19, 0.93, -0.71], [2.63, 2.63, 1.74], [2.90, 1.31, 2.20], [-0.91, -0.39, -0.34], [-0.44, 2.01, -0.25], [1.52, 2.82, 0.89], [2.14, 0.24, 1.72], [0.23, -0.64, 0.47], [0.73, 1.76, 0.47], [1.04, 0.44, 0.90], [3.51, 4.86, 1.33], [4.07, -0.02, 3.82], [-0.43, -2.06, -2.92], [-1.88, -3.83, -1.99], [-1.79, -1.58, -0.70], [-1.03, -2.61, -1.60], [-2.60, -1.70, 1.07], [-6.34, -0.69, -0.91], [-2.91, -0.54, -3.31], [-2.09, 1.15, -1.27], [-0.73, 3.03, -0.49], [1.29, 3.81, 0.54], [2.38, -0.79, 2.01], [0.48, -1.66, 0.79], [4.39, 5.42, 1.56], [2.68, 5.49, 1.57], [3.46, 4.65, 0.24], [4.25, -0.88, 3.20], [3.14, -0.14, 4.37], [4.84, 0.09, 4.60], [0.08, -1.12, -2.74], [-1.21, -1.86, -3.63], [0.23, -2.80, -3.32], [-2.46, -4.24, -1.15], [-2.61, -3.58, -2.76], [-1.24, -4.66, -2.37], [-0.21, -3.02, -1.01]]}